1.
A cluster of 2 separate species, C25H58N4OSi2 in total in a non-equilibrium geometry. Source: the OMol25 dataset; level of theory: wB97M-V/def2-TZVPD.

Total energy = -50628.1124 eV
ΔE to the lowest compared entry with this formula, charge and spin = 0.0 kcal per mole
HOMO = -5.1 eV
Frontier orbital gap = 3.17 eV
LUMO level = -1.957 eV

```
90
C25H58N4OSi2 wB97M-V/def2-TZVPD
C 3.1015 -3.6240 3.6999
C 3.6149 -3.7195 2.2535
C 4.8498 -2.8615 1.9459
C 4.6331 -1.3624 1.6130
C 3.2352 -0.7703 1.8275
C 2.3085 -0.8805 0.6181
C 1.0136 -0.0749 0.7807
C 0.4618 0.5059 -0.5335
C -0.7607 -0.2298 -1.1056
C -2.1102 0.4755 -0.8452
C -3.0955 -0.3131 0.0240
C -3.9136 -1.3586 -0.7626
C -3.0142 -2.5629 -1.0469
N -3.7634 -3.8036 -1.4188
C -4.8553 -4.0555 -0.6976
N -5.1284 -5.2232 -0.1589
N -5.7921 -3.0581 -0.4894
C -5.2765 -1.7154 -0.1045
C -5.3108 -1.5865 1.4166
O -6.5303 -2.0947 1.8870
C -6.8954 -1.6554 3.2002
C -7.2536 -2.8406 4.0969
C -8.7500 -2.9615 4.3621
H 2.8752 -4.6085 4.1113
H 3.8421 -3.1545 4.3504
H 2.1901 -3.0291 3.7810
H 3.8879 -4.7581 2.0528
H 2.8078 -3.4826 1.5577
H 5.3798 -3.3249 1.1112
H 5.5231 -2.9424 2.8045
H 5.3426 -0.7765 2.1991
H 4.9056 -1.1873 0.5688
H 3.3465 0.2976 2.0352
H 2.7589 -1.2049 2.7115
H 2.8489 -0.5181 -0.2615
H 2.0633 -1.9323 0.4293
H 0.2479 -0.7115 1.2456
H 1.2076 0.7375 1.4847
H 0.2082 1.5560 -0.3849
H 1.2569 0.4870 -1.2776
H -0.7802 -1.2388 -0.6769
H -0.6202 -0.3657 -2.1807
H -2.5973 0.7373 -1.7894
H -1.9123 1.4213 -0.3395
H -3.7806 0.3852 0.5043
H -2.5274 -0.8120 0.8161
H -4.1379 -0.8946 -1.7264
H -2.3409 -2.3431 -1.8701
H -2.4048 -2.8020 -0.1718
H -3.1378 -4.5946 -1.5329
H -5.9968 -5.3151 0.3484
H -4.5277 -6.0285 -0.2559
H -6.4095 -2.9829 -1.2897
H -6.0183 -1.0306 -0.5137
H -4.4604 -2.1210 1.8726
H -5.2115 -0.5305 1.6756
H -6.0826 -1.0678 3.6356
H -7.7548 -0.9867 3.0902
H -6.8844 -3.7458 3.6093
H -6.7208 -2.7524 5.0457
H -9.3126 -2.9730 3.4262
H -9.1103 -2.1134 4.9470
H -8.9914 -3.8732 4.9084
C 7.2835 4.9407 -3.0681
Si 5.3988 4.9065 -3.2621
C 5.0909 4.0638 -4.9446
C 4.8937 6.7221 -3.5358
N 4.6885 4.1630 -1.9618
Si 3.1098 3.8598 -1.6104
C 2.1991 2.7386 -2.8670
C 1.9731 5.3754 -1.4160
C 2.9766 2.9391 0.0538
H 7.7857 5.4271 -3.9101
H 7.5540 5.4763 -2.1542
H 7.6689 3.9208 -2.9843
H 5.7498 4.4552 -5.7266
H 4.0591 4.2081 -5.2802
H 5.2685 2.9881 -4.8578
H 4.9629 7.2712 -2.5928
H 3.8623 6.8002 -3.8938
H 5.5362 7.2218 -4.2681
H 2.0214 3.2719 -3.8056
H 1.2266 2.3952 -2.4986
H 2.8144 1.8617 -3.0911
H 2.4526 6.1112 -0.7654
H 1.0011 5.1180 -0.9788
H 1.7839 5.8533 -2.3817
H 3.4199 3.5485 0.8457
H 3.5348 1.9984 0.0016
H 1.9442 2.7151 0.3395
```

Here are the Löwdin charges for atoms 1 to 6, given in e: -0.113, -0.263, -0.204, -0.183, -0.214, -0.210



2.
A structure of composition C18H20ClCsN4O5S2 in a non-equilibrium geometry. Source: the OMol25 dataset; level of theory: wB97M-V/def2-TZVPD.

Total energy = -69931.2410 eV
ΔE to the lowest compared entry with this formula, charge and spin = 23.1 kcal per mole
HOMO = -8.4 eV
Frontier orbital gap = 8.34 eV
LUMO level = -0.074 eV

```
51
C18H20ClCsN4O5S2 wB97M-V/def2-TZVPD
Cs -0.8838 -2.1072 -1.4746
O 0.1001 0.4688 4.3821
C 0.1232 1.6006 3.6846
O 0.2494 2.6752 4.2129
C -0.0671 1.5101 2.1985
C 0.0965 2.5598 1.3171
Cl 0.5746 4.1527 1.6838
N -0.1827 2.1200 0.0575
N -0.5252 0.8057 0.0999
C -0.4570 0.4422 1.3654
C -0.7544 -0.9971 1.6979
O -0.3334 -1.4085 2.7859
O -1.3467 -1.6398 0.8124
C -0.1699 2.7525 -1.2398
C 0.1376 4.0920 -1.4261
C 0.1210 4.6252 -2.7073
C -0.1996 3.8457 -3.8040
C -0.5089 2.5097 -3.6039
C -0.4956 1.9601 -2.3366
H -0.0687 -0.3658 3.8148
H 0.3895 4.7340 -0.6033
H 0.3648 5.6705 -2.8349
H -0.2112 4.2710 -4.7958
H -0.7709 1.8805 -4.4479
H -0.7418 0.9239 -2.1872
S -4.0258 -1.1306 -1.2687
C -4.1504 -0.3808 0.2112
N -3.8633 0.8921 0.4646
C -3.8086 1.3296 1.8450
C -4.5968 0.2922 2.6570
S -4.6374 -1.2163 1.6577
H -3.4431 1.4246 -0.2868
H -4.2610 2.3198 1.9340
H -2.7634 1.3890 2.1777
H -5.6110 0.6356 2.8639
H -4.0964 0.0786 3.5989
C 4.0971 -2.9409 -2.5019
N 3.6858 -3.4190 -1.1965
C 4.6740 -3.9306 -0.2676
C 2.3766 -3.3325 -0.9073
C 1.8622 -3.8095 0.4292
O 1.5829 -2.8572 -1.7244
H 5.1605 -3.1344 -2.6162
H 3.9076 -1.8725 -2.6045
H 3.5439 -3.4554 -3.2868
H 5.6343 -3.9432 -0.7785
H 4.4411 -4.9476 0.0428
H 4.7619 -3.2982 0.6152
H 2.6181 -4.2066 1.0933
H 1.1122 -4.5800 0.2552
H 1.3591 -2.9881 0.9418
```

Here are the Löwdin charges for atoms 1 to 6, given in e: 1.309, 0.102, -0.510, 0.062, -0.072, -0.554



3.
A structure of composition C34H51BBrF4N6P2Ti in a non-equilibrium geometry. Source: the OMol25 dataset; level of theory: wB97M-V/def2-TZVPD.

Total energy = -168317.3049 eV
2S+1 = 2
ΔE to the lowest compared entry with this formula, charge and spin = 30.6 kcal per mole
HOMO (alpha / beta) = -6.5 / -7.1 eV
Frontier orbital gap (alpha / beta) = 6.20 / 6.74 eV
LUMO level (alpha / beta) = -0.317 / -0.320 eV

```
100
C34H51BBrF4N6P2Ti wB97M-V/def2-TZVPD
Ti -0.3104 1.1382 -0.2149
C 3.5964 -3.0144 -2.6252
C 3.0233 -2.0592 -1.5810
C 3.4106 -0.6184 -1.9017
P 1.1878 -2.0427 -1.1029
C 0.7080 -3.8760 -1.2574
C 0.5832 -4.4750 -2.6532
C -0.6223 -4.0698 -0.5327
C 0.2657 -1.3514 -2.5333
C 0.5504 -1.4719 -3.8878
C -0.3546 -1.0275 -4.8385
C -1.5472 -0.4410 -4.4419
C -1.8326 -0.2775 -3.0993
C -0.9299 -0.7247 -2.1254
N -1.1570 -0.5837 -0.7541
C -2.3514 -1.0103 -0.2423
C -3.2354 -1.8410 -0.9672
C -4.3878 -2.3428 -0.4094
C -4.7389 -2.0305 0.8959
C -3.9039 -1.2102 1.6277
C -2.7222 -0.7086 1.0954
P -1.5958 0.3688 2.0310
C -0.8919 -0.8125 3.3381
C -0.2975 -2.0058 2.5956
C -1.8373 -1.3153 4.4243
C -2.7461 1.4239 3.0648
C -1.8927 2.3145 3.9654
C -3.6320 2.2619 2.1518
H 4.6697 -2.8284 -2.7127
H 3.1566 -2.8595 -3.6065
H 3.4622 -4.0536 -2.3323
H 3.4934 -2.3343 -0.6228
H 2.9354 -0.2959 -2.8244
H 4.4895 -0.5253 -2.0173
H 3.0831 0.0579 -1.1114
H 1.4936 -4.4023 -0.6986
H -0.0815 -3.8774 -3.2698
H 0.1567 -5.4732 -2.5693
H 1.5377 -4.5582 -3.1569
H -1.4292 -3.6262 -1.1097
H -0.6139 -3.6056 0.4487
H -0.8426 -5.1300 -0.4081
H 1.4703 -1.9273 -4.2167
H -0.1302 -1.1428 -5.8871
H -2.2565 -0.0976 -5.1792
H -2.7420 0.2215 -2.7918
H -3.0055 -2.0855 -1.9951
H -5.0262 -2.9804 -1.0043
H -5.6515 -2.4107 1.3285
H -4.1875 -0.9404 2.6352
H -0.0744 -0.2503 3.8102
H -1.0998 -2.6896 2.3236
H 0.4122 -2.5452 3.2234
H 0.2016 -1.6845 1.6797
H -2.6829 -1.8363 3.9841
H -2.2035 -0.5145 5.0602
H -1.3058 -2.0259 5.0556
H -3.3800 0.7840 3.6843
H -1.2811 2.9828 3.3616
H -1.2374 1.7195 4.5991
H -2.5274 2.9245 4.6054
H -3.0325 2.9055 1.5114
H -4.2921 2.8941 2.7444
H -4.2453 1.6258 1.5147
C 3.3890 1.6594 3.7859
N 2.7370 0.8471 2.7817
C 3.3695 -0.4033 2.4057
C 1.7968 1.3879 1.9191
N 1.2309 0.7147 0.9482
N 1.4699 2.7128 2.1267
C 0.4802 3.4434 1.5093
N 0.3806 4.7551 1.9613
N -0.3561 2.9130 0.6776
H 4.0303 1.0210 4.3878
H 2.6540 2.1050 4.4604
H 4.0192 2.4490 3.3564
H 4.1457 -0.6395 3.1285
H 3.8331 -0.3470 1.4156
H 2.6431 -1.2198 2.4164
H 1.6101 -0.2188 0.8131
H 1.9708 3.1987 2.8541
H 1.2477 5.2197 2.1871
H -0.2167 5.3346 1.3875
H -1.0589 3.5670 0.3452
Br 3.9755 3.7590 -4.8395
C 2.7667 3.0067 -3.5598
C 1.5951 2.4114 -3.9813
C 0.7394 1.8646 -3.0361
C 1.0124 1.8599 -1.6626
C 2.2072 2.5013 -1.2993
C 3.0776 3.0672 -2.2171
H 1.3432 2.3763 -5.0305
H -0.1892 1.4541 -3.4077
H 2.5038 2.5699 -0.2548
H 3.9884 3.5476 -1.8882
F -3.0068 3.9525 -0.6623
B -2.4284 3.1404 -1.6001
F -2.1537 1.8536 -0.9186
F -3.2030 2.8954 -2.6719
F -1.1764 3.6279 -1.9114
```

Here are the Löwdin charges for atoms 1 to 6, given in e: 0.834, -0.119, -0.547, -0.132, 1.133, -0.518



4.
An isolated molecule of CH4FN in a non-equilibrium geometry. Source: the OMol25 dataset; level of theory: wB97M-V/def2-TZVPD.

Total energy = -5308.6921 eV
ΔE to the lowest compared entry with this formula, charge and spin = 9.7 kcal per mole
HOMO = -9.4 eV
Frontier orbital gap = 10.65 eV
LUMO level = 1.212 eV
SMILES string = NCF

```
7
CH4FN wB97M-V/def2-TZVPD
N 0.2229 -0.8014 0.2977
C -0.2948 0.4650 -0.1955
F 0.5446 1.5416 0.2698
H 1.0101 -0.8045 1.0097
H 0.3470 -1.6052 -0.3567
H -1.3402 0.5538 0.2571
H -0.4896 0.6508 -1.2820
```

Here are the Löwdin charges for atoms 1 to 6, given in e: -0.025, -0.275, -0.103, 0.101, 0.078, 0.110



5.
The ion C7H11N2O with charge +1 in a non-equilibrium geometry. Source: the OMol25 dataset; level of theory: wB97M-V/def2-TZVPD.

Total energy = -12452.5086 eV
ΔE to the lowest compared entry with this formula, charge and spin = 136.7 kcal per mole
Net charge = +1
HOMO (alpha / beta) = -12.4 / -12.4 eV
Frontier orbital gap (alpha / beta) = 7.90 / 7.89 eV
LUMO level (alpha / beta) = -4.548 / -4.549 eV
SMILES string = CC1=C2O[C@@H]2[N@@H+](C)CC=N1

```
21
C7H11N2O wB97M-V/def2-TZVPD
C 2.1998 1.4110 1.2363
C 1.6613 0.3168 0.4349
C 1.0485 -0.8373 0.9324
O 0.6405 -1.9675 0.1459
C -0.2809 -1.2913 0.8750
N -1.1914 -0.6781 -0.3201
C -2.4713 -0.1550 0.1232
C -0.5383 0.2934 -1.2247
C 0.9136 -0.0938 -1.6630
N 1.8984 0.1002 -0.9275
H 3.1848 1.5730 0.9567
H 2.1021 1.1674 2.3328
H 1.7104 2.4257 1.1032
H -0.9369 -1.8097 1.5770
H -1.1018 -1.5603 -0.9661
H -2.1390 0.7993 0.5231
H -3.3189 -0.0613 -0.5757
H -2.8809 -0.7902 1.0763
H -0.3930 1.2583 -0.8098
H -1.1596 0.3488 -2.1962
H 1.0526 -0.4493 -2.6336
```

Here are the Löwdin charges for atoms 1 to 6, given in e: 0.000, -0.237, -0.049, 0.056, -0.161, -0.109



6.
An isolated molecule of C8H14 in a non-equilibrium geometry. Source: the OMol25 dataset; level of theory: wB97M-V/def2-TZVPD.

Total energy = -8519.9302 eV
ΔE to the lowest compared entry with this formula, charge and spin = 72.6 kcal per mole
HOMO = -8.6 eV
Frontier orbital gap = 9.77 eV
LUMO level = 1.116 eV
SMILES string = C=CC[C@H](C)/C=C/C

```
22
C8H14 wB97M-V/def2-TZVPD
C 0.9170 0.7884 3.1376
C 1.0074 1.0811 1.8045
C -0.1702 1.0816 0.9276
C -0.4011 -0.2893 0.3106
C 0.2023 -1.5732 0.9430
C 0.0606 -0.3350 -1.1510
C -0.9170 -0.4185 -2.1684
C -0.6339 -0.0526 -3.5010
H 0.0148 0.5017 3.6927
H 1.7595 0.9025 3.8497
H 1.9641 1.6076 1.4805
H -0.2171 1.9479 0.1536
H -0.9077 1.2678 1.5685
H -1.4946 -0.3756 0.5310
H 0.2782 -1.5803 2.0801
H 1.2681 -1.7955 0.6410
H -0.2947 -2.4960 0.7299
H 1.0497 -0.1108 -1.4636
H -1.9895 -0.4032 -1.9913
H -0.7819 1.0715 -3.5631
H 0.4428 -0.2318 -3.6729
H -1.1569 -0.5883 -4.3389
```

Here are the Löwdin charges for atoms 1 to 6, given in e: -0.013, -0.192, -0.209, -0.361, -0.091, -0.057



- Which of these has the highest total energy?
  CH4FN



- Among the records above, which one has the highest ΔE to the lowest compared entry with this formula, charge and spin?
  C7H11N2O



- Which of these has the lowest ΔE to the lowest compared entry with this formula, charge and spin?
  C25H58N4OSi2